A.
Below is a single C5H14N2 molecule, with properties calculated with ωB97M-V/def2-TZVPD.

Properties
Gap between HOMO and LUMO (eV): 10.0
E_LUMO (eV): 1.162
E_HOMO (eV): -8.81
SMILES: C[C@@H](N)CCCN

CARTESIAN COORDINATES (ANGSTROEM)
C: -0.68995 2.01018 -0.49821
C: 0.05035 1.44463 0.72570
N: -0.43038 2.07412 1.94850
C: -0.13830 -0.05685 0.84145
C: 0.61825 -0.83536 -0.22479
C: -0.09066 -2.07974 -0.75514
N: 0.85738 -2.95260 -1.47771
H: -1.71188 1.62424 -0.53424
H: -0.13372 1.82012 -1.40848
H: -0.79863 3.08757 -0.40400
H: 1.11505 1.66765 0.61605
H: 0.00156 2.94327 2.19390
H: -0.70249 1.44374 2.67738
H: -1.21131 -0.29954 0.85663
H: 0.20940 -0.35919 1.83253
H: 0.88227 -0.19344 -1.07278
H: 1.59265 -1.12196 0.17450
H: -0.89514 -1.70790 -1.40531
H: -0.49906 -2.67451 0.06056
H: 1.59029 -2.39282 -1.92031
H: 0.38431 -3.44159 -2.22620

B.
Below is a single C5H14N2 molecule, with properties calculated with ωB97M-V/def2-TZVPD.

Properties
Gap between HOMO and LUMO (eV): 9.8
E_LUMO (eV): 1.121
E_HOMO (eV): -8.66
SMILES: C[C@@H](N)CN(C)C

CARTESIAN COORDINATES (ANGSTROEM)
C: 1.62770 -1.24657 0.32459
C: 1.33525 0.10991 -0.34933
N: 2.00591 0.22492 -1.63489
C: -0.15509 0.28705 -0.65019
N: -1.06734 -0.07976 0.42728
C: -0.86079 0.85067 1.55115
C: -2.44678 -0.02615 -0.07595
H: 2.10267 -2.02111 -0.26433
H: 2.08121 -1.13584 1.31408
H: 0.65964 -1.69193 0.58694
H: 1.72120 0.89580 0.29578
H: 1.52665 -0.08452 -2.46162
H: 2.97690 -0.01234 -1.66206
H: -0.30426 1.31811 -1.01072
H: -0.38989 -0.36018 -1.49294
H: -1.58463 0.62701 2.33348
H: 0.09225 0.55138 2.00341
H: -0.82212 1.90864 1.27464
H: -2.48140 0.40431 -1.07430
H: -3.09328 0.49155 0.63497
H: -2.92379 -1.01094 -0.06999

What is the stability order? It is A, B, from most stable to least stable.

A.
Below is a single C5H14N2 molecule, with properties calculated with ωB97M-V/def2-TZVPD.

Properties
Gap between HOMO and LUMO (eV): 9.2
E_LUMO (eV): 1.081
E_HOMO (eV): -8.09
SMILES: CNCCCCN

CARTESIAN COORDINATES (ANGSTROEM)
C: 3.12703 -0.72992 -1.03363
N: 1.91201 -0.07098 -0.74136
C: 0.97339 -0.41984 0.27825
C: -0.03338 0.58434 0.80237
C: -1.18272 1.20643 0.11221
C: -2.31268 0.19493 -0.39447
N: -2.52155 -0.73520 0.73969
H: 4.10356 -0.15671 -0.88597
H: 3.07571 -1.12501 -2.10774
H: 3.21050 -1.62532 -0.37510
H: 1.94352 0.94405 -0.83668
H: 1.48679 -0.76594 1.20101
H: 0.26954 -1.19323 0.09271
H: 0.50737 1.47629 1.10478
H: -0.48483 0.24248 1.75637
H: -0.82405 1.67245 -0.84023
H: -1.77999 1.91963 0.68177
H: -3.36488 0.78155 -0.56039
H: -2.23723 -0.44460 -1.30659
H: -2.66336 -0.26556 1.63812
H: -3.20474 -1.48985 0.67489

B.
Below is a molecular structure, C5H14N2, with properties calculated with ωB97M-V/def2-TZVPD.

Properties
Gap between HOMO and LUMO (eV): 9.1
E_LUMO (eV): 0.729
E_HOMO (eV): -8.35

CARTESIAN COORDINATES (ANGSTROEM)
N: 3.08098 -0.99346 0.13876
C: 1.93053 -0.09590 -0.34376
C: 2.04291 1.39043 -0.11020
C: 0.67912 -0.58421 0.49305
N: -0.34925 0.16531 -0.44128
C: -2.08528 -0.24262 -0.13753
C: -3.54915 0.28421 -0.30078
H: 2.65903 -1.97847 0.31981
H: 3.55380 -0.70333 0.96554
H: 1.78787 -0.44942 -1.35227
H: 1.47250 1.44951 0.81922
H: 3.10974 1.69387 -0.10385
H: 1.54030 1.95405 -0.88666
H: 0.72247 -0.23701 1.56125
H: 0.49371 -1.72706 0.41958
H: -1.38110 0.69027 0.05305
H: -1.98675 -1.08109 -0.92512
H: -1.92631 -0.96009 0.68415
H: -4.03909 0.34374 0.67976
H: -4.24096 -0.26661 -0.95184
H: -3.51506 1.34788 -0.58088

C.
Below is a single C5H14N2 molecule, with properties calculated with ωB97M-V/def2-TZVPD.

Properties
Gap between HOMO and LUMO (eV): 9.0
E_LUMO (eV): 1.041
E_HOMO (eV): -7.94
SMILES: C[C@H](CN)N(C)C

CARTESIAN COORDINATES (ANGSTROEM)
C: 1.36835 0.28160 -1.22323
C: 0.56760 -0.16390 -0.00797
C: -0.22416 -1.42879 -0.22756
N: 0.82626 -2.57664 -0.51049
N: -0.55220 0.80216 0.25802
C: -1.96137 0.55338 0.45820
C: -0.11310 1.90630 1.09284
H: 1.80889 1.26318 -1.05831
H: 2.15189 -0.44694 -1.42329
H: 0.73201 0.33781 -2.10405
H: 1.21101 -0.27225 0.88202
H: -0.82407 -1.41201 -1.13656
H: -0.74089 -1.78796 0.66127
H: 1.30435 -2.51564 -1.40321
H: 1.46050 -2.72477 0.26845
H: -2.50907 1.49607 0.41528
H: -2.36150 -0.06272 -0.34306
H: -2.15470 0.10980 1.44744
H: -0.14062 1.64215 2.16237
H: 0.90097 2.22140 0.85509
H: -0.75013 2.77778 0.93675

What is the stability order? It is C, A, B, from most stable to least stable.

A.
Below is a single C5H14N2 molecule, with properties calculated with ωB97M-V/def2-TZVPD.

Properties
Gap between HOMO and LUMO (eV): 8.7
E_LUMO (eV): 1.080
E_HOMO (eV): -7.60
SMILES: CC(C)NCCN

CARTESIAN COORDINATES (ANGSTROEM)
C: 2.45685 0.24759 -0.64722
C: 0.92147 0.47398 -0.80032
C: 0.27607 -0.14002 -2.18392
N: 0.28828 0.36057 0.46117
C: -0.77744 -0.62998 0.44171
C: -1.61274 -0.57011 1.74544
N: -2.18747 0.72103 1.91927
H: 2.88921 1.19663 -0.98265
H: 2.95636 -0.54488 -1.19140
H: 2.76327 0.05292 0.34523
H: 0.71931 1.51349 -1.02144
H: -0.64323 0.31902 -2.59113
H: 0.63742 -1.23229 -2.10777
H: 0.94419 0.17513 -2.99354
H: 0.77931 0.39578 1.30461
H: -0.21578 -1.55283 0.30628
H: -1.44460 -0.52160 -0.42953
H: -2.34177 -1.42950 1.74219
H: -1.05672 -0.67638 2.66773
H: -2.46030 0.96347 2.87183
H: -2.89169 0.87799 1.14344

B.
Below is a single C5H14N2 molecule, with properties calculated with ωB97M-V/def2-TZVPD.

Properties
Gap between HOMO and LUMO (eV): 9.4
E_LUMO (eV): 1.030
E_HOMO (eV): -8.32
SMILES: C[C@@H](N)CN(C)C

CARTESIAN COORDINATES (ANGSTROEM)
C: 1.81938 -0.01081 0.76060
C: 0.57273 0.79940 0.87087
N: 0.72582 2.23536 1.00077
C: -0.41069 0.53387 -0.30799
N: -0.54967 -0.86238 -0.59094
C: -1.50576 -1.54029 0.26074
C: -0.72115 -1.20501 -1.97250
H: 1.60364 -1.06824 0.56001
H: 2.48610 -0.02266 1.62507
H: 2.46468 0.15100 -0.11552
H: -0.06424 0.50956 1.71102
H: 1.47308 2.42957 1.65866
H: 1.03707 2.64484 0.12404
H: 0.08134 0.98915 -1.17787
H: -1.29685 1.16299 -0.15248
H: -1.14873 -1.66592 1.27803
H: -2.48116 -1.02693 0.35695
H: -1.73194 -2.50071 -0.17852
H: 0.01065 -0.68292 -2.58372
H: -1.71690 -0.86532 -2.29007
H: -0.55751 -2.26382 -2.11540

C.
Below is 2 unconnected molecules or ions with the total composition C5H14N2, with properties calculated with ωB97M-V/def2-TZVPD.

Properties
Gap between HOMO and LUMO (eV): 8.8
E_LUMO (eV): 1.072
E_HOMO (eV): -7.69
SMILES: C/C=N/C.CCN

CARTESIAN COORDINATES (ANGSTROEM)
C: 2.43096 1.35152 0.88028
C: 1.54268 0.19730 0.47838
N: 1.30832 0.02152 -0.80992
C: 1.40984 -1.31714 -1.30343
H: 2.39199 1.52679 1.95706
H: 3.47499 1.12004 0.66552
H: 2.14674 2.24629 0.32937
H: 1.78358 -0.68730 1.10082
H: 0.60266 -1.92548 -0.86332
H: 1.34209 -1.28955 -2.39270
H: 2.35032 -1.81090 -1.00505
C: -3.13240 0.10544 -0.11043
C: -1.71000 -0.36026 -0.36681
N: -0.70676 0.27857 0.82198
H: -3.50372 -0.23980 0.85435
H: -3.79446 -0.29187 -0.88283
H: -3.20305 1.19229 -0.16157
H: -1.36762 -0.05476 -1.35192
H: -1.62101 -1.44296 -0.29002
H: -0.72453 1.28500 0.67844
H: -1.02062 0.09527 1.77180

What is the stability order? It is B, A, C, from most stable to least stable.

A.
Below is a single C5H14N2 molecule, with properties calculated with ωB97M-V/def2-TZVPD.

Properties
Gap between HOMO and LUMO (eV): 9.9
E_LUMO (eV): 1.066
E_HOMO (eV): -8.83
SMILES: CCCCNCN

CARTESIAN COORDINATES (ANGSTROEM)
C: 2.31236 0.83960 -1.20469
C: 1.29193 -0.23262 -1.59006
C: -0.17894 0.21085 -1.51721
C: -0.65324 0.41359 -0.08358
N: -0.92156 -0.87324 0.53518
C: -1.83368 -0.85260 1.66113
N: -1.29589 -0.33655 2.95055
H: 2.00563 1.36219 -0.30067
H: 3.26047 0.33912 -0.96296
H: 2.50591 1.50239 -2.04990
H: 1.53274 -0.57541 -2.60161
H: 1.40365 -1.12235 -0.96984
H: -0.79716 -0.57173 -1.94168
H: -0.24511 1.09152 -2.16758
H: 0.10385 0.97987 0.45963
H: -1.56425 1.00817 -0.07764
H: -0.07299 -1.37247 0.77554
H: -2.19259 -1.87115 1.84329
H: -2.72322 -0.31566 1.33002
H: -0.29482 -0.22995 2.82608
H: -1.64309 0.60645 3.08599

B.
Below is a single C5H14N2 molecule, with properties calculated with ωB97M-V/def2-TZVPD.

Properties
Gap between HOMO and LUMO (eV): 10.4
E_LUMO (eV): 1.065
E_HOMO (eV): -9.29
SMILES: C[C@H](N)CCCN

CARTESIAN COORDINATES (ANGSTROEM)
C: 2.11928 0.52909 -0.57300
C: 1.23608 0.01182 0.56064
N: 2.05102 -0.83395 1.43473
C: 0.05773 -0.87911 0.09190
C: -0.85600 -0.33170 -0.99065
C: -1.84666 0.70375 -0.50810
N: -2.87034 0.07222 0.36392
H: 2.53364 1.50355 -0.26373
H: 3.02919 -0.06540 -0.59793
H: 1.62247 0.66427 -1.52718
H: 0.79231 0.81159 1.16415
H: 1.46476 -1.13116 2.21155
H: 2.77088 -0.25718 1.86193
H: 0.56329 -1.78495 -0.24328
H: -0.50532 -1.12149 0.99981
H: -1.34038 -1.16376 -1.49931
H: -0.22458 0.03185 -1.80450
H: -1.32662 1.42659 0.08756
H: -2.29644 1.24341 -1.34918
H: -3.36074 0.84189 0.82270
H: -3.61355 -0.27133 -0.24201

What is the stability order? It is B, A, from most stable to least stable.